1.
{"formula": "C11H8Br5F3N2S", "method": "ωB97M-V/def2-TZVPD", "species": ["F", "C", "F", "Br", "C", "F", "Br", "C", "C", "C", "C", "C", "C", "C", "N", "S", "N", "C", "H", "H", "H", "H", "H", "H", "H", "C", "Br", "Br", "Br", "H"], "xyz": [[1.03, 0.15, 2.21], [1.54, 0.31, 0.93], [2.78, 0.96, 1.10], [0.43, 1.56, -0.09], [1.85, -1.07, 0.20], [2.45, -1.91, 1.15], [3.17, -0.62, -1.24], [0.64, -1.74, -0.53], [-0.58, -2.11, 0.44], [-1.80, -1.13, 0.32], [-2.22, -0.47, -0.90], [-3.37, 0.50, -1.00], [-4.13, 0.79, 0.22], [-3.74, 0.10, 1.49], [-4.40, 0.28, 2.72], [-3.59, -0.73, 3.75], [-2.35, -1.45, 2.85], [-2.58, -0.88, 1.60], [0.31, -1.17, -1.44], [1.02, -2.73, -0.93], [-0.22, -2.24, 1.50], [-0.93, -3.15, 0.13], [-1.65, -0.69, -1.85], [-3.63, 0.98, -1.98], [-4.96, 1.53, 0.13], [5.03, 3.10, -2.20], [3.15, 3.34, -1.81], [6.04, 2.67, -0.61], [5.31, 1.79, -3.60], [5.41, 4.04, -2.57]], "multiplicity": 1, "charge": 0, "lumo_ev": -1.0561, "gap_ha": 0.2866}


2.
{"formula": "C11H8Cl2LuN2O3ScSe", "method": "ωB97M-V/def2-TZVPD", "species": ["Lu", "Sc", "Cl", "Cl", "C", "C", "C", "O", "O", "O", "C", "N", "C", "Se", "N", "C", "C", "C", "C", "C", "C", "H", "H", "H", "H", "H", "H", "H", "H"], "xyz": [[-0.63, 4.00, -0.27], [1.22, -0.60, -0.93], [1.16, 3.00, 0.96], [-0.52, 0.83, -1.54], [-0.50, -1.68, -0.22], [-1.24, 4.37, 1.91], [-2.88, 3.57, 0.16], [-1.50, -2.23, 0.07], [-1.56, 4.36, 3.03], [-3.98, 3.40, 0.49], [1.29, -3.86, 1.39], [2.03, -3.37, 0.23], [2.62, -2.15, 0.16], [2.41, -0.72, 1.36], [3.28, -2.12, -1.07], [3.45, -3.45, -1.51], [4.34, -4.00, -2.42], [4.32, -5.40, -2.55], [3.46, -6.19, -1.75], [2.60, -5.61, -0.82], [2.61, -4.22, -0.73], [1.75, -3.46, 2.30], [1.35, -4.95, 1.38], [0.25, -3.54, 1.33], [4.02, -1.43, -1.28], [5.00, -3.35, -2.98], [4.97, -5.90, -3.25], [3.48, -7.28, -1.87], [1.93, -6.18, -0.16]], "relative_energy_ev": 0.470, "multiplicity": 1, "charge": 4, "lumo_ev": -15.1291, "gap_ha": 0.1904}


3.
{"formula": "C11H8Cl2N2O2", "method": "ωB97M-V/def2-TZVPD", "species": ["O", "C", "N", "C", "C", "C", "C", "C", "O", "C", "C", "C", "Cl", "N", "C", "Cl", "C", "H", "H", "H", "H", "H", "H", "H", "H"], "xyz": [[0.88, 1.01, 2.02], [0.09, 0.88, 1.11], [-0.51, -0.30, 0.81], [-0.13, -1.53, 1.46], [0.42, -2.52, 0.48], [0.87, -3.79, 0.64], [1.28, -4.24, -0.64], [1.04, -3.20, -1.48], [0.52, -2.15, -0.82], [-0.32, 2.03, 0.24], [-1.60, 2.15, -0.30], [-1.87, 3.28, -1.07], [-3.42, 3.50, -1.76], [-0.98, 4.22, -1.32], [0.22, 4.10, -0.80], [1.32, 5.36, -1.16], [0.61, 3.03, 0.00], [-1.05, -0.38, -0.04], [-1.00, -1.96, 1.97], [0.62, -1.27, 2.21], [0.91, -4.35, 1.56], [1.69, -5.19, -0.89], [1.19, -3.08, -2.54], [-2.38, 1.43, -0.11], [1.60, 2.97, 0.42]], "relative_energy_ev": 0.000, "multiplicity": 1, "charge": 0, "smiles": "O=C(NCc1ccco1)c1cc(Cl)nc(Cl)c1", "lumo_ev": -0.0051, "gap_ha": 0.3267}


4.
{"formula": "C11H8Cl2O4S2Sc", "method": "ωB97M-V/def2-TZVPD", "species": ["Sc", "C", "C", "C", "C", "C", "H", "H", "H", "H", "H", "Cl", "C", "C", "C", "C", "C", "Cl", "C", "S", "H", "H", "H", "O", "S", "O", "O", "O"], "xyz": [[-0.15, 0.05, -0.44], [-1.85, -1.02, 1.01], [-0.86, -0.59, 1.91], [-0.83, 0.82, 1.88], [-1.80, 1.26, 0.97], [-2.43, 0.12, 0.42], [-2.07, -2.04, 0.74], [-0.19, -1.23, 2.47], [-0.13, 1.44, 2.43], [-1.99, 2.28, 0.67], [-3.15, 0.12, -0.39], [2.21, 0.62, -2.25], [3.65, 0.24, -1.36], [4.85, 0.27, -2.06], [6.03, -0.03, -1.40], [6.00, -0.36, -0.06], [4.79, -0.38, 0.61], [4.84, -0.81, 2.30], [3.56, -0.08, 0.00], [2.07, -0.10, 0.91], [4.83, 0.53, -3.11], [6.97, -0.02, -1.94], [6.90, -0.61, 0.48], [-0.86, 0.96, -2.12], [-1.11, -0.35, -2.90], [-0.33, -0.38, -4.11], [-2.53, -0.57, -3.05], [-0.53, -1.34, -1.86]], "relative_energy_ev": 0.000, "multiplicity": 1, "charge": -1, "lumo_ev": 2.6608, "gap_ha": 0.2927}


5.
{"formula": "C11H8Cl3N5O5Pd", "method": "ωB97M-V/def2-TZVPD", "species": ["Pd", "Cl", "C", "C", "C", "Cl", "C", "C", "C", "C", "N", "C", "C", "O", "H", "H", "H", "H", "N", "C", "N", "N", "C", "N", "H", "H", "H", "H", "O", "Cl", "O", "O", "O"], "xyz": [[-0.62, 1.50, -0.84], [3.39, 0.10, 1.75], [1.72, -0.04, 2.17], [1.36, -0.63, 3.39], [0.05, -0.79, 3.74], [-0.36, -1.53, 5.24], [-0.98, -0.35, 2.87], [-2.37, -0.51, 3.09], [-3.26, -0.09, 2.14], [-2.78, 0.51, 0.96], [-1.50, 0.70, 0.75], [-0.59, 0.26, 1.67], [0.77, 0.42, 1.29], [1.04, 0.97, 0.12], [2.14, -0.98, 4.06], [-2.72, -0.97, 4.00], [-4.32, -0.21, 2.28], [-3.46, 0.85, 0.19], [2.40, -0.85, -1.74], [1.97, -1.70, -2.69], [2.91, -2.47, -3.30], [0.73, -1.87, -3.08], [-0.26, -1.25, -2.48], [-1.23, -0.79, -2.02], [3.34, -0.91, -1.40], [1.76, -0.27, -1.20], [3.86, -2.14, -3.33], [2.58, -2.98, -4.10], [-0.94, 4.60, -2.33], [-1.13, 3.27, -2.74], [-1.50, 3.16, -4.09], [-2.12, 2.54, -1.88], [0.14, 2.47, -2.49]], "multiplicity": 1, "charge": 0, "lumo_ev": -0.7909, "gap_ha": 0.2806}


6.
{"formula": "C11H8Cl5I2N2Ni", "method": "ωB97M-V/def2-TZVPD", "species": ["Ni", "I", "C", "I", "H", "H", "Cl", "C", "C", "C", "Cl", "C", "Cl", "C", "Cl", "C", "Cl", "C", "C", "N", "C", "C", "N", "H", "H", "H", "H", "H", "H"], "xyz": [[0.85, 1.06, 0.27], [0.33, 3.36, 1.28], [-1.03, 4.60, 0.13], [-2.87, 3.70, -0.44], [-0.51, 4.89, -0.78], [-1.24, 5.45, 0.76], [3.17, 1.12, -0.15], [2.84, -0.56, 0.14], [1.52, -0.79, 0.47], [1.13, -2.11, 0.61], [-0.49, -2.50, 1.01], [2.06, -3.15, 0.45], [1.55, -4.78, 0.60], [3.40, -2.87, 0.17], [4.54, -4.13, 0.02], [3.81, -1.54, 0.01], [5.43, -1.14, -0.34], [-2.17, 0.24, 1.53], [-1.94, 0.09, 0.07], [-0.83, 0.40, -0.59], [-1.01, 0.06, -1.91], [-2.26, -0.45, -2.06], [-2.82, -0.43, -0.80], [-1.27, 0.63, 1.99], [-2.39, -0.72, 1.99], [-3.00, 0.91, 1.73], [-0.25, 0.20, -2.65], [-2.77, -0.83, -2.92], [-3.76, -0.72, -0.58]], "relative_energy_ev": 0.000, "multiplicity": 1, "charge": 1, "lumo_ev": [-4.6193, -4.5740], "gap_ha": [0.2703, 0.2719]}


7.
{"formula": "C11H8ClNO2", "method": "ωB97M-V/def2-TZVPD", "species": ["O", "N", "C", "C", "C", "C", "C", "O", "C", "C", "C", "C", "Cl", "C", "C", "H", "H", "H", "H", "H", "H", "H", "H"], "xyz": [[-1.01, -1.34, 0.18], [-0.37, -0.30, -0.03], [0.34, 0.23, 0.98], [0.29, -0.23, 2.41], [-0.54, -1.09, 3.06], [-0.17, -1.10, 4.45], [0.89, -0.22, 4.54], [1.14, 0.36, 3.32], [-0.22, 0.10, -1.40], [0.89, 0.84, -1.83], [1.01, 1.22, -3.16], [0.00, 0.85, -4.09], [0.15, 1.30, -5.76], [-1.13, 0.14, -3.65], [-1.23, -0.27, -2.33], [0.97, 1.09, 0.74], [-1.34, -1.71, 2.65], [-0.63, -1.72, 5.22], [1.46, -0.04, 5.49], [1.68, 1.07, -1.07], [1.84, 1.81, -3.48], [-1.92, -0.14, -4.29], [-2.10, -0.85, -1.96]], "relative_energy_ev": 0.000, "multiplicity": 1, "charge": 0, "smiles": "[O-]/[N+](=C\\c1ccco1)c1ccc(Cl)cc1", "lumo_ev": -0.3557, "gap_ha": 0.2786}


8.
{"formula": "C11H8F3N5O2S2", "method": "ωB97M-V/def2-TZVPD", "species": ["C", "C", "N", "N", "C", "N", "C", "C", "N", "C", "C", "F", "C", "F", "C", "F", "C", "S", "N", "O", "O", "C", "S", "H", "H", "H", "H", "H", "H", "H", "H"], "xyz": [[0.13, 3.48, -2.11], [1.22, 3.59, -1.10], [2.01, 4.74, -1.09], [2.96, 4.69, -0.12], [2.82, 3.52, 0.42], [3.71, 3.07, 1.37], [1.74, 2.75, -0.14], [1.32, 1.42, 0.39], [1.97, 0.76, 1.33], [1.25, -0.39, 1.67], [1.66, -1.28, 2.66], [2.80, -1.05, 3.35], [0.83, -2.34, 3.00], [1.17, -3.21, 4.02], [-0.35, -2.60, 2.27], [-1.14, -3.63, 2.66], [-0.75, -1.75, 1.24], [-2.27, -2.13, 0.29], [-2.36, -3.78, 0.11], [-3.45, -1.86, 1.08], [-2.35, -1.52, -1.05], [0.06, -0.63, 0.95], [-0.15, 0.68, -0.19], [-0.53, 2.68, -1.90], [0.59, 3.26, -3.06], [-0.48, 4.39, -2.24], [1.79, 5.63, -1.54], [3.50, 2.21, 1.87], [4.39, 3.73, 1.72], [-3.15, -3.91, -0.50], [-2.53, -4.14, 1.03]], "relative_energy_ev": 0.000, "multiplicity": 1, "charge": 0, "smiles": "Cc1[nH]nc(N)c1-c1nc2c(F)c(F)c(F)c(S(N)(=O)=O)c2s1", "lumo_ev": -0.3698, "gap_ha": 0.2899}